A molecular structure, C3H6N2O2. Source: the Open Molecules 2025 dataset; level of theory: ωB97M-V with the def2-TZVPD basis set.

Results
HOMO energy: -9.7 eV
spin multiplicity: 1
energy above the lowest of the compared OMol25 structures with the same formula, charge and spin: 378.9 kJ/mol
lowest unoccupied orbital energy: 0.0218 Eh
molar mass: 102.093 g/mol

Last column: natural (NBO) charge in e.
Element x y z (Å)
1 O 0.6613 0.5031 0.6878  -0.49
2 O -1.9115 1.5254 -0.0324  -0.61
3 N -2.3290 -0.7080 0.6643  -0.85
4 N 2.2864 0.0704 -0.8693  -0.70
5 C -0.2570 -0.1399 -0.1085  -0.03
6 C -1.6554 0.3556 0.2070  0.60
7 C 1.9350 0.5863 0.2238  0.41
8 H -0.2692 -1.4993 0.1532  0.07
9 H -1.4241 -1.5232 0.5452  0.41
10 H 2.5355 1.1408 0.9488  0.17
11 H -3.3319 -0.5285 0.8584  0.42
12 H 3.2692 0.2344 -1.0639  0.36
13 H -0.0071 -0.0812 -1.1667  0.24


C3H6N2O2 in the gas phase. Source: the Open Molecules 2025 dataset; level of theory: ωB97M-V with the def2-TZVPD basis set.

Results
HOMO energy: -8.0 eV
spin multiplicity: 1
energy above the lowest of the compared OMol25 structures with the same formula, charge and spin: 246.0 kJ/mol
lowest unoccupied orbital energy: 0.0329 Eh
molar mass: 102.093 g/mol
structure (SMILES): [H]/N=C/O/C=C(\N)O

Last column: natural (NBO) charge in e.
Element x y z (Å)
1 O -2.1101 -0.8234 1.1770  -0.68
2 O 1.4069 -0.0931 0.6648  -0.48
3 N -1.3539 0.8706 -0.1749  -0.83
4 N 1.1435 0.3330 -1.5793  -0.76
5 C -1.0359 -0.2238 0.5841  0.46
6 C 0.1829 -0.7495 0.8059  -0.15
7 C 1.8342 0.3379 -0.5168  0.43
8 H -0.8161 0.9067 -1.0373  0.42
9 H 0.2899 -1.7813 1.1144  0.19
10 H 2.8585 0.7021 -0.3995  0.15
11 H 1.6982 0.7015 -2.3453  0.36
12 H -2.3478 1.0369 -0.2768  0.39
13 H -1.7504 -1.2174 1.9837  0.49


Number 1: Kohn-Sham gap 10.278 eV, E_tot -377.81502 Eh. Number 2: Kohn-Sham gap 8.865 eV, E_tot -377.86565 Eh.